{
  "formula": "C3H6ClN2",
  "method": "the ωB97M-V functional and the def2-TZVPD basis",
  "orbital_gap_ev": 9.5,
  "max_force_ev_per_a": 5.5,
  "homo_energy_ev": -14.7,
  "e_above_lowest_kj_mol": 256.6,
  "e_lumo_ha": -0.1903,
  "total_energy_ev": -18701.368,
  "smiles": "C=N/C(Cl)=[NH+]/C",
  "total_charge": 1,
  "species": ["C", "C", "C", "N", "N", "Cl", "H", "H", "H", "H", "H", "H"],
  "xyz": [[2.005, 0.641, 1.591], [0.300, 0.583, -0.182], [-1.682, -0.719, -1.178], [1.229, 0.601, 0.648], [-0.425, -0.777, -0.378], [0.051, 1.855, -1.208], [3.027, 0.221, 1.279], [1.778, 0.686, 2.709], [-1.782, -1.698, -1.590], [-1.534, 0.014, -1.915], [-2.476, -0.347, -0.400], [-0.490, -1.060, 0.624]]
}